No. 1
Molecular formula: C4H10N2O3
Method: DFT, ωB97M-V/def2-TZVPD

Gap between HOMO and LUMO (eV): 9.12
Structure (SMILES): C/C=[N+](/[O-])O.C=NOC
Energy (hartree): -493.40903

The geometry in ORCA input format:
```
! wB97M-V def2-TZVPD RIJCOSX def2/J DEFGRID3
* xyz 0 1
O 2.64473 1.09964 -0.12692
O 2.34717 -0.61194 1.27255
O -2.15152 1.08463 0.23659
N 2.03640 0.06217 0.11527
N -0.83045 1.31941 -0.07586
C -2.43314 -0.30402 0.26697
C -0.60215 2.54726 -0.23525
C 0.68956 -1.87084 -0.28498
C 1.13888 -0.49004 -0.67982
H 0.87434 -0.03506 -1.63594
H -1.61595 -0.92580 0.31178
H -1.37901 3.16642 -0.24081
H -2.99879 -0.54256 -0.62333
H 1.52566 -2.56097 -0.19206
H -0.03505 -1.79528 0.54601
H 3.22443 -0.17238 1.51704
H 0.46286 2.80322 -0.28536
H -3.00904 -0.41069 1.18334
H 0.11106 -2.36313 -1.06922
*
```

Formally, the Löwdin partial charges of the atoms, in units of the elementary charge, are as follows:
1. O -0.050
2. O 0.049
3. O -0.172
4. N -0.383
5. N -0.029
6. C -0.067
7. C 0.016
8. C -0.085
9. C -0.103
10. H 0.132
11. H 0.010
12. H 0.035
13. H 0.088
14. H 0.081
15. H 0.066
16. H 0.160
17. H 0.085
18. H 0.094
19. H 0.075

=====

No. 2
Molecular formula: C48H138N8O25
Method: DFT, ωB97M-V/def2-TZVPD

Gap between HOMO and LUMO (eV): 8.88
Energy (hartree): -4230.29515

The geometry in ORCA input format:
```
! wB97M-V def2-TZVPD RIJCOSX def2/J DEFGRID3
* xyz 0 1
O -4.35114 -3.49686 -0.34180
O -1.00912 3.65747 -1.77868
O 2.41602 -2.48149 3.82160
O -7.08302 -1.92448 -1.20200
O -7.32805 0.15432 0.98014
O 3.08023 -4.30546 1.44626
O -8.60521 2.73391 0.02094
O 3.39852 2.35469 4.37081
O 0.42154 -4.72728 2.26012
O 7.04396 1.90909 -2.05058
O 4.01381 -1.58113 -2.34476
O -1.23509 2.36247 3.86308
O -2.45325 -1.25136 -4.30333
O 5.68692 4.28375 1.07624
O -2.39050 0.20129 -0.22329
O -6.98233 -3.93940 5.37697
O -0.38720 -2.10887 2.99055
O 7.27655 0.25338 1.85936
O -3.78588 -5.13416 2.31925
O 2.49207 0.98752 0.42521
O 4.36028 -3.85974 -0.84273
O -2.73541 -6.82197 -6.38118
O 9.22838 -1.45950 -2.43705
O 2.12176 -0.33531 -3.93359
O -5.14823 5.16362 -1.62887
N -2.28347 -3.95148 -6.76521
N -4.90603 -2.64164 3.80253
N 0.23641 -0.84910 0.55010
N 3.70251 4.81346 3.03645
N -0.86123 4.78856 0.96823
N -7.37882 5.55638 0.18964
N 7.68621 -1.80077 0.20294
N 4.84609 0.93262 -3.26159
C 9.01382 -2.69415 -1.76122
C 8.28978 1.78701 -1.47482
C 8.14513 -1.05942 -3.22366
C -1.41811 2.64345 -2.63359
C 4.74115 1.81635 -2.08180
C -7.85615 -3.78214 6.48690
C -4.89542 5.41412 -0.28822
C 0.29046 4.23829 0.21082
C 6.72529 -0.98101 2.29517
C 2.64335 3.53893 4.76408
C -3.03914 -4.24208 3.18122
C 3.09005 2.01953 1.25886
C -0.64191 3.32709 2.99675
C -3.69721 0.75872 0.14249
C -2.34962 -8.04937 -6.89951
C -0.82640 -1.55411 -0.06833
C -3.15653 -6.37808 2.05723
C 3.46534 4.76937 4.46796
C -2.93696 -2.39819 -4.88674
C 2.68979 1.13574 4.67356
C 5.04092 5.54412 1.13236
C 2.44867 1.02410 -3.99676
C 0.77000 -0.62551 -4.07470
C -6.07919 -3.20106 3.16449
C -3.06103 -1.11344 -3.01024
C 2.65305 -0.36671 0.84178
C 6.98814 4.28543 1.64896
C -9.74139 2.17828 -0.58309
C -7.27556 -3.15831 4.17835
C 0.02813 3.17463 -0.90230
C 3.90869 1.27361 -4.32639
C -4.24371 4.33548 -2.29527
C -2.33706 -2.58624 -6.28204
C -7.56020 4.56737 1.17117
C -0.99320 1.01797 3.48866
C -1.49850 3.71941 1.72245
C -3.58047 -2.83892 3.14652
C -3.61653 -4.62019 -6.72456
C -8.79727 3.74896 0.98847
C -2.20579 -1.09530 0.36823
C 7.73013 -2.77846 -0.91597
C 6.51114 -1.81849 1.00076
C -6.08942 6.25086 0.25320
C 4.56887 5.90189 2.55440
C -3.54695 -6.01028 -7.25079
C 7.63029 1.11032 2.94141
C 1.64172 -1.17239 0.06507
C 5.93420 1.61737 -1.22864
H 3.54238 -4.05707 0.63407
H -4.50338 0.06144 -0.21470
H -6.39784 -2.68649 2.28014
H -0.56257 2.10506 -3.06131
H -0.44153 4.17423 3.65669
H -1.68055 -8.54420 -6.21518
H 4.76771 2.86133 -2.41222
H -1.71066 2.77513 1.18821
H 8.55717 0.82984 -1.06364
H -1.53004 0.31405 4.15499
H 0.05034 0.85760 3.38964
H -0.71695 -2.58301 0.26287
H 5.26849 -3.74064 -0.66096
H -0.11516 -5.24310 1.68085
H 6.68172 1.47890 3.42642
H 6.26368 -2.84617 1.27893
H -5.88984 6.62334 1.27428
H -5.89214 -4.25582 2.90031
H 7.29696 -0.58608 -2.75885
H 8.33462 2.51146 -0.64228
H 1.55106 -2.08674 3.65036
H -2.67826 -6.79425 2.95187
H -4.04757 -2.38044 -4.99332
H 2.46866 -0.43180 1.89719
H -2.99650 -2.00002 -6.97414
H -2.56051 -0.41569 -2.35350
H -3.82295 1.66078 -0.43377
H -7.01744 -1.07622 -0.77378
H 0.33727 2.98842 2.66529
H -1.68169 -4.48735 -6.16922
H -10.30596 1.62207 0.17872
H 8.54632 -0.39926 -3.97956
H 0.69299 -1.70142 -4.30196
H -0.41876 2.29532 -0.46199
H -9.03887 3.33126 1.97333
H 2.53227 1.02863 5.73433
H -7.56696 1.07311 0.77722
H -7.81500 -2.75543 6.93870
H 3.13606 -1.25344 -2.59018
H -0.26687 -1.61162 2.15229
H -1.29315 0.91413 2.42842
H -7.67708 5.06241 2.16807
H -6.17223 7.11728 -0.38901
H 8.13734 1.93855 2.48391
H 8.27198 0.60641 3.66652
H 3.62606 -0.70518 0.47870
H 4.20282 5.43695 0.45439
H 6.07432 0.58625 -0.91771
H -6.58047 0.21444 1.61179
H 6.95588 -2.63152 -1.67645
H -1.31974 -2.18886 -6.26714
H 0.24347 -0.37151 -3.13453
H -10.29016 2.97593 -1.07349
H -4.80781 4.46485 0.28429
H -7.49615 5.19313 -0.76136
H 5.75942 1.06820 -3.66838
H 1.80397 -1.06243 -1.00576
H -6.67974 3.87507 1.28449
H -9.48692 1.36820 -1.29964
H 4.01583 6.82810 2.52388
H -7.20526 -2.09914 4.44443
H 2.54557 -3.23886 3.21342
H -4.38754 -4.01541 0.46161
H 6.94930 4.02591 2.71116
H 5.75662 6.31281 0.78470
H -0.24275 -3.06755 2.79730
H 2.22824 1.53970 -3.02729
H -2.07141 3.16522 -3.31579
H 1.15287 -4.34695 1.73635
H 7.39881 5.31936 1.58877
H -1.58603 4.93670 0.25149
H -1.96678 1.87892 -2.04523
H -3.10201 -6.00257 -8.25987
H -4.55807 -6.36657 -7.32162
H 3.33332 2.83634 0.60891
H 4.52834 -0.85791 -2.82460
H -4.22783 3.28795 -1.93156
H -2.98079 -1.76436 0.03904
H 1.79531 -2.20908 0.26709
H 1.68220 3.49872 4.20392
H 2.40296 3.52834 5.83043
H -3.23650 4.77915 -2.25920
H -4.21362 -4.10380 -7.50573
H 7.89816 -1.94501 -3.81650
H 3.92933 2.33285 -4.53803
H 9.08330 2.01751 -2.19358
H -4.40185 4.19700 -3.36948
H 7.59792 -3.75855 -0.47103
H 9.01644 -3.47655 -2.50702
H 1.67236 1.07540 4.22187
H -8.88734 -3.97533 6.25699
H 0.95600 3.74326 0.90013
H 5.87263 2.28873 -0.38050
H -3.96592 6.01519 -0.17969
H 3.25902 0.32019 4.24881
H -2.70712 -3.31668 -4.31970
H 3.85438 1.56978 -1.44054
H 5.58026 -1.46169 0.49123
H 4.21645 3.99114 2.69252
H 9.87786 -2.77150 -1.12688
H -2.18219 -1.07027 1.46228
H -4.05217 -0.77060 -3.18157
H 2.44138 2.23627 2.10316
H 7.59356 3.48434 1.17821
H -8.26075 -3.34812 3.69725
H -3.25459 -8.69123 -7.14114
H 2.90064 5.67649 4.70364
H -9.67042 4.39176 0.70739
H 0.28830 0.13561 0.29776
H 8.09004 -0.93602 -0.15146
H 4.01229 1.65297 1.73078
H 4.12936 -3.27560 -1.57848
H 1.01399 2.98996 -1.38563
H -2.89688 -2.17019 3.66561
H -3.65696 -2.46192 2.11750
H -5.24105 -3.15189 -0.47379
H -3.16375 -4.62716 4.18762
H -3.98408 -7.02547 1.72774
H 5.37670 6.04391 3.22703
H 4.36634 4.80119 5.11534
H -0.83948 -1.55955 -1.19582
H 0.30215 0.00473 -4.88584
H -7.60357 -4.54942 7.21935
H -2.41064 -6.36310 1.24865
H -4.87875 -3.07152 4.71830
H 3.49933 -5.10927 1.74209
H -1.85468 -7.97093 -7.88041
H -2.48166 4.02678 2.12126
H 5.77422 -0.92898 2.77894
H 1.84018 1.61337 -4.76925
H -7.75486 -1.82282 -1.89136
H -4.02772 -4.58862 -5.70451
H 0.80608 5.09426 -0.28024
H 4.15179 0.74886 -5.28432
H -3.78777 1.02868 1.19758
H -1.95364 -4.27744 2.96647
H 7.44123 -1.51935 2.93605
H -3.16786 -2.02555 -2.49811
*
```

These are the Löwdin partial charges, in e, on atoms 1 to 99:
1. O -0.050
2. O -0.204
3. O -0.081
4. O -0.052
5. O -0.062
6. O -0.059
7. O -0.227
8. O -0.222
9. O -0.050
10. O -0.192
11. O -0.098
12. O -0.185
13. O -0.167
14. O -0.233
15. O -0.241
16. O -0.208
17. O -0.095
18. O -0.209
19. O -0.225
20. O -0.220
21. O -0.033
22. O -0.190
23. O -0.186
24. O -0.219
25. O -0.182
26. N -0.061
27. N -0.050
28. N -0.044
29. N -0.049
30. N -0.035
31. N -0.067
32. N -0.039
33. N -0.065
34. C -0.194
35. C -0.110
36. C -0.127
37. C -0.114
38. C -0.169
39. C -0.119
40. C -0.232
41. C -0.173
42. C -0.194
43. C -0.194
44. C -0.177
45. C -0.063
46. C -0.201
47. C -0.060
48. C -0.142
49. C -0.215
50. C -0.102
51. C -0.210
52. C -0.291
53. C -0.080
54. C -0.198
55. C -0.233
56. C -0.108
57. C -0.214
58. C -0.070
59. C -0.179
60. C -0.091
61. C -0.104
62. C -0.178
63. C -0.180
64. C -0.193
65. C -0.116
66. C -0.212
67. C -0.266
68. C -0.093
69. C -0.202
70. C -0.181
71. C -0.209
72. C -0.226
73. C -0.215
74. C -0.191
75. C -0.223
76. C -0.176
77. C -0.192
78. C -0.225
79. C -0.088
80. C -0.131
81. C -0.207
82. H -0.010
83. H 0.097
84. H 0.100
85. H 0.080
86. H 0.123
87. H 0.080
88. H 0.134
89. H 0.094
90. H 0.062
91. H 0.109
92. H 0.037
93. H 0.120
94. H -0.009
95. H 0.028
96. H 0.105
97. H 0.117
98. H 0.125
99. H 0.110

=====

No. 3
Molecular formula: C3H3IO
Method: DFT, ωB97M-V/def2-TZVPD

Gap between HOMO and LUMO (eV): 8.18
Structure (SMILES): CC#COI
Energy (hartree): -488.82446

The geometry in ORCA input format:
```
! wB97M-V def2-TZVPD RIJCOSX def2/J DEFGRID3
* xyz 0 1
I -5.28578 0.31702 0.02216
O -4.06168 -1.18155 -0.13580
C -1.19477 -0.50763 0.05703
C -2.33437 -0.83418 -0.13278
C 0.20890 -0.43852 0.03331
H 0.32540 -0.55498 -1.13928
H 0.75772 0.49710 0.36414
H 0.67194 -1.20718 0.67883
*
```

Formally, the Löwdin partial charges of the atoms, in units of the elementary charge, are as follows:
1. I 0.864
2. O -0.863
3. C -0.214
4. C 0.033
5. C -0.134
6. H 0.133
7. H 0.095
8. H 0.086

=====

No. 4
Molecular formula: C7H19N4
Method: DFT, ωB97M-V/def2-TZVPD

Gap between HOMO and LUMO (eV): 10.42
Structure (SMILES): CNN(/[NH+]=C(/C)N)C(C)(C)C
Energy (hartree): -496.78441

The geometry in ORCA input format:
```
! wB97M-V def2-TZVPD RIJCOSX def2/J DEFGRID3
* xyz 1 1
N -0.20204 0.39283 -0.17923
N -0.57370 1.71860 0.15591
N 2.16263 -0.00233 -1.23856
N 0.85013 -0.15592 0.60520
C -0.80215 -1.95884 -0.17858
C -1.36439 -0.53084 -0.00180
C -2.38179 -0.14293 -1.15361
C -2.07409 -0.37498 1.38452
C 0.35913 2.64499 -0.45004
C 3.19913 -0.76548 0.79717
C 2.01793 -0.29921 0.02655
H -0.27546 -1.89690 -1.13731
H 3.06562 -0.69913 1.79456
H 1.36981 2.45179 -0.42956
H -1.87291 -0.29146 -2.16473
H -2.46784 0.87144 -1.00681
H 3.01527 0.30520 -1.66944
H 3.50643 -1.85553 0.42789
H -1.53253 -2.60927 -0.37724
H 0.70649 -0.66717 1.49191
H 0.15570 2.90977 -1.41931
H -2.65689 0.42760 1.27459
H -2.56992 -1.22000 1.50922
H -1.26532 -0.28201 2.07833
H 3.93966 0.02242 0.71136
H -0.77233 1.70809 1.14365
H 0.13487 3.55974 0.02094
H -0.26998 -2.21573 0.61947
H -3.23605 -0.58793 -0.93500
H 1.31764 0.35713 -1.67173
*
```

Formally, the Löwdin partial charges of the atoms, in units of the elementary charge, are as follows:
1. N -0.133
2. N -0.020
3. N 0.228
4. N 0.100
5. C 0.000
6. C -0.485
7. C 0.018
8. C 0.024
9. C -0.065
10. C 0.039
11. C -0.369
12. H 0.105
13. H 0.044
14. H 0.047
15. H 0.123
16. H 0.042
17. H 0.145
18. H 0.170
19. H 0.058
20. H 0.177
21. H 0.064
22. H 0.050
23. H 0.052
24. H 0.080
25. H 0.105
26. H 0.119
27. H 0.087
28. H 0.036
29. H 0.038
30. H 0.123

=====

No. 5
Molecular formula: C9H11O3
Method: DFT, ωB97M-V/def2-TZVPD

Gap between HOMO and LUMO (alpha / beta) (eV): 8.57 / 5.09
Energy (hartree): -575.18465

The geometry in ORCA input format:
```
! wB97M-V def2-TZVPD RIJCOSX def2/J DEFGRID3
* xyz 0 2
O -0.60045 -2.01796 -2.58423
O -1.31056 -1.18803 1.11488
O -2.24140 -1.58885 -1.03887
C -0.40543 -0.28244 1.07340
C 1.56139 0.48843 2.23134
C -2.84769 -2.26240 -3.24089
C 1.81852 1.50999 1.29540
C -1.74429 -1.93502 -2.15545
C -0.27990 0.88661 0.23345
C 2.98551 2.42167 1.38183
C 0.51783 -0.38407 2.17561
C 0.87089 1.62144 0.26753
H 1.04293 2.43612 -0.44334
H 2.65540 3.41387 1.70065
H -1.84181 -1.28265 0.12097
H -1.18012 1.17390 -0.28841
H -3.87974 -2.34837 -2.90882
H 0.51652 -1.24913 2.82511
H 2.30891 0.32767 3.00184
H 3.59573 2.07349 2.24785
H -2.39079 -2.99671 -3.89369
H -2.93298 -1.30772 -3.77031
H 3.78155 2.49017 0.65417
*
```

Formally, the Löwdin partial charges of the atoms, in units of the elementary charge, are as follows:
1. O 0.002
2. O 0.137
3. O -0.015
4. C -0.269
5. C -0.025
6. C -0.020
7. C -0.226
8. C -0.674
9. C 0.066
10. C -0.035
11. C 0.046
12. C -0.014
13. H 0.133
14. H 0.099
15. H 0.044
16. H 0.135
17. H 0.059
18. H 0.132
19. H 0.119
20. H 0.089
21. H 0.064
22. H 0.064
23. H 0.089

=====

No. 6
Molecular formula: C3H7N3OS
Method: DFT, ωB97M-V/def2-TZVPD

Gap between HOMO and LUMO (eV): 9.68
Structure (SMILES): [H]/N=C(/N)SC/C=N\O
Energy (hartree): -756.11413

The geometry in ORCA input format:
```
! wB97M-V def2-TZVPD RIJCOSX def2/J DEFGRID3
* xyz 0 1
S -0.75119 -1.10001 -0.82286
O 3.15471 -0.30335 -0.55184
N -1.70429 1.26846 -1.08690
N -2.49855 -0.00027 0.74300
N 2.48724 0.76925 -0.02356
C 1.26402 0.45809 0.43967
C -1.76123 0.22324 -0.36932
C 0.56583 -0.88292 0.40954
H -0.96186 1.11540 -1.77866
H 0.17996 -0.99787 1.47182
H 4.12943 0.01159 -0.70299
H -2.86626 -0.91760 0.63263
H 0.62535 1.31830 0.74744
H 1.40328 -1.59165 0.17925
H -3.26645 0.62936 0.71279
*
```

Formally, the Löwdin partial charges of the atoms, in units of the elementary charge, are as follows:
1. S 0.925
2. O -0.116
3. N 0.081
4. N 0.081
5. N -0.038
6. C -0.195
7. C -0.897
8. C -0.470
9. H 0.032
10. H 0.099
11. H 0.153
12. H 0.068
13. H 0.113
14. H 0.078
15. H 0.087

=====

The ΔE to the lowest compared entry with this formula, charge and spin results, record by record, are as follows: 173.2, 0.0, 105.1, 106.0, 30.5, 75.4 kcal per mole.